(1)
{
  "formula": "C6H9NO2S",
  "method": "the ωB97M-V functional and the def2-TZVPD basis",
  "species": ["S", "O", "O", "N", "C", "C", "C", "C", "C", "C", "H", "H", "H", "H", "H", "H", "H", "H", "H"],
  "xyz": [[-0.76224, -0.97396, -0.93554], [2.31055, 2.73069, -1.58216], [-1.17479, 0.23792, 1.78814], [-0.20482, 0.59047, 1.11820], [1.49352, 2.14753, -0.94946], [1.52055, 0.65954, -0.64973], [2.64024, 0.31228, 0.32805], [-3.29168, -1.46388, 0.08546], [0.27788, 0.24117, 0.00553], [-1.86811, -1.43058, 0.27823], [2.48011, 0.78207, 1.26785], [1.73579, 0.24536, -1.67029], [-3.60237, -0.77821, -0.71719], [0.58280, 2.60386, -0.37297], [3.68561, 0.65675, -0.10581], [-1.44614, -2.19730, 0.79405], [-3.48905, -2.46780, -0.12120], [-3.75855, -1.18028, 1.10028], [2.87070, -0.71563, 0.33857]],
  "forces_ev_per_a": [[-0.5, 0.4, -0.4], [0.2, 0.3, -0.4], [-1.1, -1.8, -1.2], [2.1, 1.2, -1.2], [-1.7, 0.3, 2.0], [1.3, 0.2, -0.7], [3.4, 1.6, -2.5], [-1.1, 2.4, 1.5], [-1.9, -0.9, 0.9], [1.5, 2.2, -1.0], [-0.1, 0.0, 0.9], [-0.6, -0.4, 1.0], [-0.2, -0.3, 0.4], [1.2, 0.2, -1.1], [-2.1, 0.1, 0.8], [0.8, -1.9, 2.3], [-1.1, -1.6, -0.5], [0.3, -0.5, -1.6], [-0.6, -1.5, 0.6]],
  "energy_ev": -22783.0994,
  "homo_ha": [-0.317, -0.314]
}

***

(2)
{
  "formula": "C17H60N10O13",
  "method": "the ωB97M-V functional and the def2-TZVPD basis",
  "species": ["O", "O", "O", "O", "O", "O", "O", "O", "O", "O", "O", "O", "O", "N", "N", "N", "N", "N", "N", "N", "N", "N", "N", "C", "C", "C", "C", "C", "C", "C", "C", "C", "C", "C", "C", "C", "C", "C", "C", "C", "H", "H", "H", "H", "H", "H", "H", "H", "H", "H", "H", "H", "H", "H", "H", "H", "H", "H", "H", "H", "H", "H", "H", "H", "H", "H", "H", "H", "H", "H", "H", "H", "H", "H", "H", "H", "H", "H", "H", "H", "H", "H", "H", "H", "H", "H", "H", "H", "H", "H", "H", "H", "H", "H", "H", "H", "H", "H", "H", "H"],
  "xyz": [[3.45230, 1.38561, -18.54523], [0.14720, 1.61963, -20.57998], [2.73472, -2.57657, -25.29693], [-2.45959, 5.14634, -22.78519], [1.77269, 2.50516, -23.55157], [7.86782, -0.35541, -24.39616], [1.11251, -3.02517, -22.19037], [5.43207, -0.63992, -21.50871], [7.04775, 3.51829, -21.26655], [1.95884, 4.71626, -20.88946], [1.70682, -0.89561, -19.47489], [4.50361, 3.45232, -24.15525], [-1.59139, 0.45197, -23.93955], [3.52844, -2.02924, -23.20432], [-0.39350, 3.59482, -21.72044], [-0.12576, -1.21252, -21.45097], [7.24018, 1.03578, -22.60087], [3.17802, 3.52550, -17.81652], [6.33954, 1.42542, -24.53581], [4.21435, -0.78577, -24.93498], [-0.63851, -1.97788, -23.41144], [1.36469, 2.41308, -18.32227], [-1.83567, 2.03501, -21.68460], [2.12690, 1.17685, -23.25296], [-1.20095, 1.14772, -25.11879], [-2.17012, 5.70353, -24.07799], [-0.74264, 5.37774, -24.54056], [2.25101, 5.99879, -21.30494], [3.54368, -1.84438, -24.49034], [7.22324, 0.77003, -23.83081], [0.81048, -0.78932, -18.39510], [5.62394, -0.71303, -20.09994], [0.17378, -1.99874, -22.39862], [3.03036, 5.25052, -24.76625], [2.92547, 1.26171, -22.01900], [4.43432, 4.85301, -24.32994], [2.64562, 2.43154, -18.26210], [-0.67805, 2.41363, -21.30009], [5.79970, 3.21242, -20.73322], [-0.21818, 0.33032, -25.84363], [-1.07533, 4.12502, -22.27631], [3.01142, 6.34416, -24.86988], [2.52831, -0.74551, -19.10576], [4.14924, -1.51170, -22.54292], [5.07060, -1.47779, -19.59977], [0.49964, 4.05950, -21.35119], [-2.29646, 6.80540, -23.98078], [4.76947, 5.31456, -23.43454], [-1.90227, 1.06107, -23.24649], [5.82874, 2.29204, -24.28354], [4.76796, -0.19072, -24.36237], [3.03823, 0.24814, -21.59703], [-0.66842, 5.78916, -25.55198], [1.27120, -0.52371, -17.45521], [0.13061, -1.62092, -18.27785], [-0.64477, -0.63764, -25.92143], [5.13488, 3.59290, -21.45612], [6.66302, -1.02151, -19.82784], [2.13093, 6.79375, -20.53984], [-0.71438, -0.41772, -21.50149], [2.22860, 4.93587, -24.13627], [1.17848, 0.58853, -23.04082], [0.67068, -1.16942, -20.71383], [0.08972, 5.53361, -23.93040], [-2.86832, 5.34607, -24.82786], [-2.21162, 1.06875, -21.45696], [2.69991, -2.56877, -22.82136], [6.92092, 1.92503, -22.24331], [0.09734, 0.72675, -26.78788], [7.11453, 4.48793, -21.44304], [0.82903, 3.25566, -18.07049], [-2.53675, 2.69572, -22.10353], [-1.06590, -1.05932, -23.66946], [0.94759, 1.82358, -19.06366], [2.58939, 4.43783, -20.21937], [6.10862, 1.12471, -25.49608], [0.11288, 0.01998, -18.53246], [5.17895, 5.15056, -25.06488], [-0.74060, 4.28324, -24.68201], [2.82942, 4.79804, -25.71923], [2.60177, 0.69428, -24.10192], [-0.69410, 2.09491, -24.79367], [5.47109, 3.81595, -19.85345], [3.62764, 3.19991, -23.82146], [0.64122, 0.04887, -25.26249], [2.57652, 4.28821, -17.51426], [3.88340, 1.64253, -22.20981], [7.77673, 0.50788, -21.90968], [3.30321, 6.13152, -21.63657], [5.40202, 0.15999, -19.59286], [-0.41530, -2.60643, -24.25546], [4.21838, -0.61809, -25.94573], [-2.04625, 1.42234, -25.66726], [1.04543, 2.83616, -23.05809], [-3.36451, 5.37503, -22.53119], [5.99687, 0.06270, -21.90820], [2.58208, 1.88171, -21.17428], [4.18689, 3.58563, -17.62937], [1.54996, 6.14838, -22.13215], [5.66199, 2.14780, -20.51896]],
  "forces_ev_per_a": [[-3.2, 4.0, 0.7], [-3.7, 3.1, -3.1], [3.4, 3.2, 2.6], [-0.3, -0.3, -0.3], [0.9, 1.2, -2.7], [-2.9, 5.8, 3.0], [-3.8, 4.7, -1.1], [-0.1, -0.1, 0.6], [1.8, 1.2, 0.2], [0.4, -0.9, 1.0], [-2.4, -0.7, -0.2], [-0.1, 0.0, 0.1], [-0.8, 0.4, 0.2], [-0.2, -0.7, 3.2], [3.0, 4.0, -0.3], [2.5, 2.3, 5.6], [1.3, 1.2, 6.7], [2.4, 3.9, 1.3], [-2.2, 2.0, -3.1], [0.6, 0.9, -2.6], [-1.0, -1.0, -5.4], [-4.0, -0.2, -0.7], [-6.9, -3.5, -1.2], [-2.6, -0.6, 1.3], [1.8, 1.8, 2.1], [0.7, 1.6, 0.5], [-2.5, -1.9, -1.4], [0.6, 1.7, -0.6], [-4.8, -3.2, -3.5], [3.1, -8.5, -7.2], [-1.1, 0.6, 0.4], [2.1, -1.4, -0.8], [4.4, -7.8, 0.0], [1.1, 1.1, -0.4], [0.3, -1.9, 2.0], [-0.5, -0.5, -0.6], [5.2, -6.5, -1.1], [5.7, -3.6, 4.3], [-1.3, 1.1, 1.1], [0.3, -1.0, 0.1], [0.5, -0.2, 0.7], [-0.2, -0.2, -0.1], [3.0, 0.8, 0.7], [-0.7, -0.6, -1.0], [-1.0, -0.7, -0.4], [-1.5, -0.8, -0.6], [0.0, -0.6, -0.2], [0.0, 0.8, 1.2], [0.5, -0.2, -0.8], [0.5, -0.8, 0.3], [0.3, 0.0, 0.4], [0.2, 0.4, -0.1], [0.5, 0.1, 0.3], [0.6, -0.4, 0.3], [0.4, -0.9, 0.0], [-0.7, -1.1, -1.0], [-1.7, -0.4, -1.1], [-0.3, 0.4, -0.4], [-0.4, -0.5, -0.2], [-0.2, 0.4, -0.4], [-0.2, -0.3, 0.9], [1.0, 0.5, -0.3], [-1.8, 0.2, -1.5], [1.0, 1.1, 1.1], [-0.1, -0.2, -0.1], [0.8, 2.0, 0.1], [0.9, 0.4, -0.4], [0.2, 0.2, -0.3], [0.0, 0.2, -0.5], [-0.1, -1.3, 0.2], [0.5, -0.8, -0.4], [1.2, -0.9, 0.8], [0.4, -1.3, 0.4], [-0.1, 0.3, 0.4], [0.0, -0.4, 0.2], [0.9, 0.1, 1.0], [-0.3, 0.6, -0.5], [-0.1, -0.1, -0.4], [0.1, 0.2, -0.2], [-0.1, -0.1, -0.6], [0.2, 0.3, 0.0], [-0.4, -0.4, -0.2], [0.9, -0.6, 0.1], [-0.1, -0.4, 0.0], [0.6, 0.6, 0.4], [0.5, -0.3, 0.0], [1.7, 0.4, -0.5], [0.3, 0.2, -1.0], [-0.6, -0.4, -0.2], [-0.6, 2.1, 0.9], [-0.1, 1.3, 2.2], [0.1, -0.4, 0.9], [-1.4, 0.2, -1.2], [-0.8, 0.0, 1.0], [0.3, 0.0, -0.1], [-0.6, -0.8, 0.5], [-0.7, -0.2, -0.7], [-1.1, -0.3, -0.1], [0.4, 0.6, 0.0], [0.2, 0.3, -0.1]],
  "energy_ev": -60117.4112,
  "homo_ha": -0.271
}

***

(3)
{
  "formula": "C6H12N2S",
  "method": "the ωB97M-V functional and the def2-TZVPD basis",
  "species": ["S", "N", "N", "C", "C", "C", "C", "C", "C", "H", "H", "H", "H", "H", "H", "H", "H", "H", "H", "H", "H"],
  "xyz": [[-0.88356, 1.64735, 3.41752], [2.25556, -0.36590, -1.40593], [0.46971, -1.34658, -0.44447], [-1.10788, -1.07860, -2.59549], [1.76201, -1.01944, -0.26316], [-1.75046, 1.88706, 1.89550], [1.22215, -0.36721, -2.28900], [0.11098, -0.95581, -1.75240], [0.21810, 0.22477, 3.02324], [-2.39381, 2.72807, 1.85301], [1.13292, 0.04299, -3.35433], [0.35202, -0.56702, 3.73007], [1.25792, 0.49136, 2.58569], [-1.30585, -0.19706, -3.17192], [3.20451, 0.02978, -1.51686], [-2.01845, -0.78818, -2.05422], [-2.37779, 1.06005, 1.63430], [-0.21385, -0.30376, 2.12020], [-1.05884, 1.84947, 0.97419], [2.24270, -0.97814, 0.71420], [-1.11811, -1.99320, -3.10016]],
  "forces_ev_per_a": [[0.9, -0.4, 1.0], [0.4, -0.5, 1.3], [0.7, 0.1, -0.3], [-1.2, 1.7, 2.4], [-2.0, 1.0, -1.4], [1.5, -1.5, -2.8], [-1.0, 0.9, -2.7], [2.6, 0.7, 1.0], [0.7, 0.1, -3.5], [-0.1, 1.1, 0.4], [1.1, -0.4, 1.8], [-0.2, 0.1, 1.0], [-1.5, 0.1, 1.1], [1.3, 0.4, -1.6], [-1.2, -0.5, 0.0], [-0.2, -1.6, 0.8], [-0.6, -0.8, 0.4], [0.1, 0.5, 0.9], [-0.6, 0.7, 1.4], [0.1, -0.3, -0.6], [-0.6, -1.2, -0.9]],
  "energy_ev": -20230.3753,
  "homo_ha": -0.304,
  "smiles": "Cc1c[nH]cn1.CSC"
}

***

(4)
{
  "formula": "C4H6N5S",
  "method": "the ωB97M-V functional and the def2-TZVPD basis",
  "species": ["S", "N", "N", "N", "N", "N", "C", "C", "C", "C", "H", "H", "H", "H", "H", "H"],
  "xyz": [[-2.63908, 0.05849, -1.44788], [-1.00285, 0.30807, 0.61884], [-3.07104, -0.51053, 1.31711], [2.20540, -0.98791, -0.57140], [3.06563, -1.16369, 0.14425], [3.80239, -1.39685, 1.02598], [1.02846, 1.06957, -0.38412], [-2.21625, 0.03040, 0.44797], [-0.30776, 0.75181, -0.43124], [-1.11446, 0.64093, -1.67059], [-2.68856, -0.62151, 2.24603], [1.44384, 1.47496, 0.51698], [4.77263, -1.13869, 0.93755], [-0.69723, 0.90955, -2.62951], [-3.91980, -0.96836, 1.14199], [1.33867, 1.54375, -1.26195]],
  "forces_ev_per_a": [[0.5, 0.6, 1.4], [-0.6, 0.2, 2.4], [1.2, 0.8, 0.9], [0.3, -0.1, -0.2], [-2.2, 0.9, -2.2], [1.8, -0.9, 2.7], [-2.5, 1.5, -0.1], [-0.4, -1.5, -1.8], [-0.3, -0.7, -2.2], [1.6, 0.2, 1.0], [-0.1, 0.0, 0.0], [0.5, -0.8, 0.6], [0.3, 0.1, -0.3], [-0.2, -0.1, -0.2], [-1.0, -0.3, -0.7], [1.2, 0.1, -1.4]],
  "total_charge": 1,
  "energy_ev": -22520.3619,
  "homo_ha": [-0.468, -0.468]
}

***

(5)
{
  "formula": "C12H16N2",
  "method": "the ωB97M-V functional and the def2-TZVPD basis",
  "species": ["N", "N", "C", "C", "C", "C", "C", "C", "C", "C", "C", "C", "C", "C", "H", "H", "H", "H", "H", "H", "H", "H", "H", "H", "H", "H", "H", "H", "H", "H"],
  "xyz": [[-3.20430, -0.51416, -0.30250], [-3.17806, 1.60817, -1.06691], [-3.72175, 0.69749, -0.20841], [0.54355, 0.24752, 1.50763], [2.97171, 0.82259, 1.63613], [2.99086, 1.32420, 0.39018], [-2.15834, -3.01318, -1.70109], [-1.56239, -1.75044, -1.44744], [-2.16523, 0.80992, -1.75132], [1.78186, 1.36569, -0.38631], [0.67442, 0.66556, 0.10680], [4.29765, 0.71483, 2.28078], [-2.32405, -0.54283, -1.24589], [1.70584, 0.43086, 2.23155], [1.78970, 1.83110, -1.36118], [-3.04371, 2.54074, -0.77430], [-0.06721, 0.50122, -0.70104], [-2.66130, -3.45693, -0.75559], [4.41796, -0.28729, 2.58340], [-0.82556, -1.58715, -2.24774], [-1.41156, -3.73092, -2.00946], [-1.66325, 1.24981, -2.48615], [-2.95260, -3.01493, -2.34713], [-0.40385, -0.00826, 1.96537], [4.52785, 1.24639, 3.20022], [-4.45825, 0.95363, 0.54386], [5.29105, 0.93630, 1.67821], [-0.88249, -1.95516, -0.54316], [1.83783, 0.12512, 3.27945], [3.85359, 1.79012, -0.06796]],
  "forces_ev_per_a": [[-3.8, 0.6, 2.6], [1.8, -4.1, -0.6], [0.0, -0.3, 0.8], [1.6, 1.6, -2.2], [-0.9, 0.3, 0.5], [-2.1, 1.4, -2.5], [-1.6, -3.7, 2.9], [4.7, 1.2, 0.5], [-3.6, -2.6, 3.7], [0.7, -1.6, 1.9], [-0.5, 0.5, -0.3], [2.9, 0.4, 0.4], [1.6, 4.4, -2.5], [1.9, -0.7, 0.4], [-0.1, -0.3, -0.2], [0.0, 1.1, -0.2], [-0.1, 0.1, 1.4], [0.9, 0.7, -1.2], [0.3, -1.5, 0.4], [-0.1, 0.3, 0.0], [0.1, -0.3, -0.2], [2.2, 1.4, -2.9], [-1.8, 0.1, -2.2], [0.1, -0.4, -0.2], [-0.7, 0.5, 0.2], [0.1, 0.1, -0.2], [-2.5, -0.3, 0.4], [-0.8, 0.9, -0.9], [-0.6, 0.2, -0.3], [0.3, -0.2, 0.3]],
  "energy_ev": -15681.3308,
  "homo_ha": -0.305,
  "smiles": "CCc1c[nH]cn1.Cc1ccccc1"
}

***

(6)
{
  "formula": "C4H12N2O",
  "method": "the ωB97M-V functional and the def2-TZVPD basis",
  "species": ["O", "N", "N", "C", "C", "C", "C", "H", "H", "H", "H", "H", "H", "H", "H", "H", "H", "H", "H"],
  "xyz": [[1.12689, 1.22185, -1.32511], [-1.39300, -1.13822, -1.94799], [-0.69558, -0.89797, 0.40062], [1.04422, 1.54517, 0.03588], [-1.57598, -0.48867, -0.66899], [1.34966, 0.41269, 0.99121], [0.07925, -0.29740, 1.45316], [-0.50305, -0.88302, -2.32798], [2.11160, -0.26827, 0.61839], [-0.54001, 0.42969, 1.98948], [0.27568, -1.09067, 2.17729], [1.71279, 0.83148, 1.94496], [-1.31867, -2.14740, -1.83790], [1.73310, 2.37489, 0.26155], [0.09714, 2.00948, 0.29561], [-1.37781, 0.57050, -0.83238], [-0.84556, -1.88022, 0.58220], [1.34508, 0.29309, -1.43266], [-2.62576, -0.59698, -0.37736]],
  "forces_ev_per_a": [[-0.2, 0.2, -0.7], [-0.3, -0.7, -0.1], [0.0, -2.3, -0.5], [1.0, 0.7, 0.8], [0.4, 1.5, 0.7], [-0.8, 0.1, 1.2], [-0.6, 0.6, -0.9], [0.6, 0.3, -0.2], [0.0, 0.0, -0.2], [0.2, 0.2, 0.2], [0.2, -0.2, 0.0], [0.4, 0.2, -0.2], [-0.2, 0.1, 0.2], [0.3, -0.2, -0.4], [-0.6, -0.3, -0.2], [-0.3, 0.1, -0.1], [0.1, -0.1, 0.2], [0.0, -0.2, 0.2], [0.0, -0.1, -0.1]],
  "multiplicity": 2,
  "total_charge": -1,
  "energy_ev": -9367.8745,
  "homo_ha": [0.049, -0.166]
}

***

The records above yield ΔE to the lowest compared entry with this formula, charge and spin values of 512.5, 557.6, 172.7, 92.3, 267.0, 137.5 kJ/mol, respectively.